A cluster of 9 separate species, C74H156Br2N8O8 in total, computed with the ωB97M-V functional and the def2-TZVPD basis.

Structure (XYZ):
```
248
Properties=species:S:1:pos:R:3:forces:R:3
C 5.550977 -2.003519 2.161820 0.487 -1.830 1.527
C 4.598637 -2.137559 3.424912 -0.237 -0.273 -1.900
C 5.273980 -2.990457 4.498754 0.150 -0.670 0.180
C 4.248427 -0.717167 3.876823 -0.074 -0.385 1.552
C 3.169492 -0.703149 4.958362 -0.748 0.505 -0.433
C 1.909982 -1.432323 4.420789 -0.076 0.514 -0.200
C 2.096382 -2.797823 3.782921 1.656 -0.574 -0.278
C 2.177512 -3.880913 4.829340 0.051 -0.294 1.848
C 0.925355 -3.184888 2.910195 -0.070 0.100 0.222
N 3.314970 -2.733060 2.888563 0.135 0.478 0.091
O 3.656862 -4.040162 2.478096 0.057 -0.801 0.407
H 5.960676 -2.956816 1.695920 -0.778 0.778 0.995
H 5.005419 -1.516973 1.396520 -0.355 1.064 -0.723
H 6.417315 -1.481335 2.566757 0.072 0.475 -0.575
H 4.970719 -2.701659 5.492642 0.049 0.322 0.419
H 4.912913 -4.009621 4.397472 0.074 -0.163 -0.192
H 6.379006 -3.080393 4.482300 -0.553 0.542 -0.273
H 5.134978 -0.238474 4.270183 0.426 0.165 0.000
H 3.854355 -0.106199 3.116126 -0.152 0.523 -1.626
H 3.625463 -1.002893 5.868184 -0.002 -1.344 1.023
H 2.853254 0.314096 5.286377 0.201 -0.252 -0.857
H 1.559352 -0.818473 3.549040 -0.188 -0.029 1.041
H 1.146589 -1.572166 5.220022 0.252 0.495 -0.727
H 1.273178 -3.818346 5.473787 0.314 -0.150 -0.456
H 3.008953 -3.756342 5.535459 -0.100 0.123 -0.232
H 2.252886 -4.897169 4.448745 -0.058 0.096 -0.286
H 0.813963 -2.564564 2.047561 -0.219 1.005 -0.394
H 0.026889 -3.175940 3.545088 0.056 -0.254 -0.492
H 1.142561 -4.145654 2.465619 -0.267 -0.615 0.361
H 3.356036 -4.201217 1.570058 -0.160 0.531 -0.163
C 4.993472 0.279792 -1.904288 -1.247 0.495 0.902
C 5.175878 -0.793469 -3.001413 0.515 -0.495 1.487
C 3.846939 -0.904634 -3.677313 -1.370 0.928 -0.351
C 6.350043 -0.334443 -3.869343 -0.089 0.322 -0.184
C 6.715357 -1.373632 -4.917495 -1.146 -1.275 1.338
C 6.948296 -2.766374 -4.303176 1.685 -0.981 -0.387
C 5.939714 -3.243043 -3.275488 -1.806 1.279 1.740
C 4.693168 -3.783800 -3.977586 -0.941 -0.715 -0.353
C 6.540527 -4.265835 -2.313531 -0.101 -1.280 -1.349
N 5.619967 -2.077911 -2.386979 -0.279 0.495 0.424
O 4.577514 -2.491243 -1.419977 1.082 0.605 -0.641
H 5.096254 1.286589 -2.324012 0.270 -0.223 -0.179
H 3.998759 0.355284 -1.346738 1.083 -0.730 -1.156
H 5.703917 0.182290 -1.108140 0.857 -0.086 0.340
H 3.285738 0.035213 -3.568074 0.160 -0.039 0.057
H 3.845972 -1.068788 -4.737201 0.204 -0.450 -0.616
H 3.234825 -1.646783 -3.177713 -0.015 -0.180 -0.017
H 5.858904 0.521809 -4.353759 0.917 0.319 -0.145
H 7.216983 -0.046954 -3.236908 -0.640 0.027 -0.312
H 5.793434 -1.467341 -5.468689 -0.080 -0.065 -0.962
H 7.549621 -1.190354 -5.556749 0.394 0.697 -0.473
H 7.983607 -2.872535 -3.870744 -0.868 0.464 -0.179
H 6.960533 -3.534614 -5.125674 -0.111 0.665 0.586
H 3.763466 -3.905596 -3.382025 0.952 -0.182 0.346
H 4.949821 -4.772312 -4.394555 -0.220 0.282 0.019
H 4.311068 -3.151641 -4.783845 0.636 -0.054 -0.204
H 7.379687 -3.850090 -1.776399 0.182 0.107 0.149
H 6.879362 -5.015960 -3.031936 0.636 -0.390 0.270
H 5.882624 -4.853374 -1.651716 -0.097 0.927 -0.235
H 4.950732 -2.061970 -0.636597 -0.302 -0.263 0.107
C -1.674650 -1.702150 -5.280229 0.488 -1.027 1.836
C -2.923014 -1.605938 -4.322030 0.046 -0.535 -0.877
C -2.711653 -2.525364 -3.054328 1.007 1.494 0.030
C -3.097842 -0.169465 -3.887209 0.174 1.373 0.222
C -3.631570 0.804501 -4.954956 1.089 0.231 -0.479
C -4.917143 0.238581 -5.495410 -0.800 0.719 -1.479
C -4.792501 -1.152417 -6.094586 1.888 -0.862 0.070
C -6.125235 -1.787285 -6.378600 -1.060 0.061 -0.190
C -3.942926 -1.124936 -7.383969 0.119 -0.875 -0.124
N -4.153631 -2.009310 -5.025901 -0.349 -0.522 0.242
O -3.858061 -3.298040 -5.590672 -0.204 0.265 -0.415
H -1.648314 -2.612766 -5.906421 -0.380 0.670 0.199
H -1.532678 -0.796244 -5.837237 0.045 0.261 -0.399
H -0.807543 -1.819810 -4.596798 -0.148 0.265 -0.405
H -3.545252 -2.547312 -2.353973 -0.391 0.174 -0.322
H -2.449136 -3.558176 -3.296932 0.211 0.209 -0.099
H -1.875095 -2.026065 -2.457545 -0.801 -0.900 -0.760
H -3.765485 -0.035589 -3.028826 -0.014 -0.521 0.068
H -2.124553 0.197004 -3.560949 0.238 0.003 0.171
H -3.731917 1.822474 -4.512571 -0.273 -0.733 -0.167
H -2.910610 0.968330 -5.786675 -0.214 -0.274 0.482
H -5.345580 0.864746 -6.356758 0.277 -0.522 1.539
H -5.576414 0.135879 -4.646753 -0.792 0.296 0.092
H -6.051925 -2.815766 -6.740773 0.283 0.214 -0.088
H -6.687697 -1.200663 -7.120945 0.214 -0.127 0.114
H -6.739593 -1.834867 -5.478781 0.057 0.127 0.137
H -3.015446 -0.603270 -7.281228 0.555 0.316 0.291
H -4.394807 -0.699315 -8.259272 -0.893 0.545 -0.177
H -3.696270 -2.134768 -7.721648 0.009 -0.085 0.361
H -4.119549 -3.915757 -4.910583 -0.324 -0.185 0.249
C 1.556655 3.438534 2.470694 -0.975 0.597 1.711
C 1.257938 4.972590 2.698060 -0.991 -1.332 -0.092
C 2.354469 5.497275 3.567172 1.246 1.188 -1.086
C 1.213602 5.709486 1.380062 -0.015 0.810 -0.152
C 0.005385 5.335332 0.525415 0.817 -0.070 -1.307
C -1.240903 5.673660 1.227593 -1.341 1.673 0.787
C -1.348972 5.052028 2.626979 -0.005 -0.757 0.712
C -2.506074 5.727587 3.382797 -0.568 0.136 -0.402
C -1.627740 3.536155 2.534855 0.737 -0.823 0.173
N -0.048706 5.290461 3.380569 -0.536 0.255 0.445
O -0.115818 4.577118 4.670715 0.012 -0.150 -1.006
H 1.101201 2.977812 1.622817 0.037 0.088 -1.113
H 2.643857 3.287458 2.485386 -0.444 -0.280 0.093
H 0.991166 2.924051 3.284161 1.160 0.090 -0.086
H 3.301786 5.542703 2.964150 -0.548 -0.724 0.763
H 2.230728 6.545348 3.792031 -0.565 0.456 0.255
H 2.415812 4.964589 4.487686 0.445 -0.554 0.553
H 1.134221 6.799580 1.626840 0.114 -0.650 -0.327
H 2.167624 5.555474 0.849385 -0.321 -0.017 0.132
H 0.026210 5.983541 -0.382664 0.156 -0.859 0.222
H -0.032253 4.262003 0.244172 0.421 0.663 -0.001
H -2.155207 5.437160 0.645597 0.466 -0.226 0.308
H -1.258523 6.801440 1.278099 -0.121 -0.897 0.452
H -2.231871 6.765457 3.600191 -0.085 -0.058 -0.067
H -2.727626 5.236443 4.351766 -0.030 0.107 -0.637
H -3.437579 5.742657 2.713779 1.228 -0.172 1.061
H -2.642802 3.257921 2.205233 0.262 0.361 0.286
H -1.362676 3.014822 3.496771 -0.646 0.596 -0.761
H -0.929984 3.080214 1.817242 -0.333 0.096 0.030
H -0.257426 5.218319 5.382521 0.178 0.379 -0.645
C 2.181318 -7.047252 0.488078 -0.067 0.584 -0.487
C 2.685270 -6.707357 -0.947158 1.676 -0.262 0.371
C 4.272856 -6.886329 -0.942620 -1.643 -0.808 -1.046
C 2.088709 -7.596205 -2.118457 1.571 -0.604 -0.036
C 0.643478 -7.293772 -2.410633 -0.493 2.249 2.350
C 0.551639 -5.769875 -2.681673 -1.631 0.183 -1.412
C 0.985871 -4.883467 -1.547776 1.022 0.392 0.862
C 0.996281 -3.409822 -1.894567 0.002 0.696 -0.887
C -0.007755 -4.960074 -0.408935 -0.054 -0.038 2.257
N 2.416099 -5.292498 -1.270200 -0.330 1.453 0.221
O 2.958444 -4.361692 -0.224315 0.348 -0.626 -1.878
H 1.133874 -7.358197 0.430897 0.288 -0.389 0.371
H 2.836666 -7.724651 1.068485 -0.545 0.093 -0.540
H 2.182929 -6.075763 0.997458 0.016 -0.415 0.245
H 4.688054 -6.786420 -1.963942 -0.152 0.299 0.599
H 4.779433 -6.312432 -0.202543 0.167 1.082 0.315
H 4.487581 -7.890445 -0.613657 -0.091 -0.715 -0.116
H 2.718415 -7.467005 -3.042407 -0.556 0.431 0.719
H 2.294309 -8.672941 -1.906930 -0.400 0.669 0.364
H 0.170896 -7.817107 -3.200082 -0.173 -0.790 -0.758
H 0.035018 -7.406289 -1.470717 0.430 -0.591 -0.906
H -0.535396 -5.434007 -2.905455 1.626 -0.726 0.012
H 1.195396 -5.562121 -3.548755 -0.319 0.195 -0.032
H 0.072791 -3.136057 -2.399402 -0.299 -0.223 -0.148
H 1.790712 -3.130369 -2.583604 0.272 -0.104 -0.003
H 1.039093 -2.747545 -1.028693 0.273 -0.386 0.101
H -0.921625 -4.328861 -0.505241 0.670 -0.469 -0.431
H 0.436973 -4.652073 0.573212 -0.126 0.053 -1.006
H -0.289283 -5.980303 -0.213601 -0.562 -0.368 -0.005
H 3.595114 -3.780212 -0.765200 -1.104 -1.079 0.766
C 0.849016 3.327874 -6.445199 0.584 0.529 -0.204
C 1.578111 2.385024 -5.476715 -0.154 1.619 1.478
C 0.916252 1.016807 -5.691724 0.491 0.160 0.289
C 3.075381 2.381142 -5.698543 1.904 0.040 -0.762
C 3.916587 3.531591 -5.052515 -1.386 0.382 1.200
C 3.532268 3.674386 -3.569082 -0.105 -0.764 -0.600
C 2.066518 3.903513 -3.325046 -1.413 -0.337 -1.207
C 1.778750 3.720552 -1.855016 0.868 1.904 0.799
C 1.502899 5.277186 -3.806926 0.279 0.001 0.556
N 1.399169 2.757015 -4.009397 -0.295 -0.996 -0.423
O -0.005065 2.827827 -3.744897 0.039 0.476 -0.733
H 1.045049 2.913649 -7.419323 -0.159 -0.182 -0.635
H -0.196999 3.249726 -6.246143 -0.809 0.125 0.036
H 1.105086 4.403713 -6.539458 0.239 -0.653 0.631
H -0.140878 1.163472 -5.540496 -0.473 -0.113 -0.341
H 1.142348 0.589223 -6.676422 -0.158 0.273 0.135
H 1.206166 0.294769 -4.939688 0.422 -0.161 0.246
H 3.474860 1.377709 -5.442040 -0.035 0.619 -0.004
H 3.270380 2.562435 -6.763224 -0.236 -0.667 -0.095
H 5.017592 3.440001 -5.058030 -0.578 -0.322 -0.653
H 3.615437 4.487995 -5.525689 0.470 -0.466 -0.120
H 4.063388 4.470417 -3.104580 0.750 0.619 0.509
H 3.734690 2.720988 -3.068803 0.353 0.201 0.057
H 2.341686 2.913957 -1.392322 -0.411 -0.567 -0.110
H 0.719603 3.794537 -1.588724 0.331 -0.361 -0.161
H 2.251681 4.627541 -1.410407 -0.414 -0.441 0.109
H 1.533424 6.070353 -3.032393 0.414 -0.500 -0.227
H 0.433515 5.170488 -3.999470 0.164 -0.081 -0.421
H 2.069830 5.633232 -4.674065 -0.448 0.012 0.031
H -0.095573 2.260694 -2.989410 -0.243 -0.451 0.480
C -5.155707 1.214672 1.853003 0.252 -0.121 1.970
C -6.126988 1.105236 0.739855 -1.090 1.309 0.942
C -5.526576 0.378619 -0.390189 0.240 -1.143 -1.443
C -7.332610 0.374144 1.270004 -1.241 0.092 0.053
C -8.173469 1.224496 2.240847 -0.087 -1.731 0.509
C -8.570015 2.504753 1.630435 -0.176 1.538 -0.739
C -7.323330 3.355054 1.188971 -0.695 0.710 -0.299
C -7.826670 4.514717 0.262839 -1.831 -0.975 0.720
C -6.525931 3.991818 2.386150 0.260 -0.180 -2.214
N -6.595790 2.471197 0.269041 0.508 -1.617 0.153
O -5.425131 3.114024 -0.219610 0.246 0.306 0.934
H -5.610247 1.685811 2.754898 0.623 -0.160 -0.828
H -4.913108 0.213755 2.207929 0.299 -0.193 -0.156
H -4.243025 1.700957 1.564766 0.437 0.382 -0.008
H -6.164693 0.371039 -1.270672 -0.491 -0.174 0.006
H -4.652418 0.871949 -0.741727 1.033 0.395 -0.041
H -5.243885 -0.665671 -0.159362 -0.258 0.488 0.141
H -7.938932 0.109126 0.401487 -0.292 -0.093 0.036
H -7.062347 -0.555423 1.774769 0.266 0.001 -0.170
H -9.082944 0.628382 2.524168 0.797 0.539 -0.047
H -7.591763 1.424581 3.143298 -0.148 -0.233 0.184
H -9.201720 3.094665 2.320447 0.319 -0.083 -0.281
H -9.187053 2.266488 0.744139 0.251 0.404 0.136
H -7.123592 5.284509 -0.032588 0.214 0.122 0.483
H -8.753724 4.908432 0.780520 1.143 0.188 -0.651
H -8.188711 4.040378 -0.663750 0.059 0.150 0.236
H -5.498779 4.110207 1.987713 -0.495 0.663 0.280
H -6.393504 3.323928 3.178470 -0.193 -0.921 1.443
H -6.995523 4.910091 2.745077 0.224 -0.025 -0.239
H -5.679462 3.288050 -1.109281 -0.043 0.340 -1.141
C -1.256975 1.805881 9.001704 0.847 0.353 1.728
C -0.821505 1.473586 7.623306 0.679 -0.762 -2.986
C 0.459012 2.314640 7.295888 -0.474 -1.446 -1.691
C -0.383783 -0.008941 7.434193 -1.070 -0.226 0.250
C -1.587533 -0.987510 7.459052 1.360 0.128 -0.251
C -2.531425 -0.629734 6.367667 -0.648 0.907 0.059
C -3.017333 0.857383 6.425624 -0.886 -1.736 -0.283
C -3.763102 1.042704 5.069472 2.578 0.954 -0.112
C -4.074938 1.091683 7.565579 1.346 0.203 -0.420
N -1.812295 1.689115 6.484160 0.123 0.856 0.651
O -2.295892 3.044537 6.593544 0.446 0.497 -0.607
H -2.103558 1.274161 9.399237 -0.324 -0.335 -0.118
H -0.383874 1.508951 9.673658 -1.027 0.753 -0.607
H -1.489088 2.884803 9.092356 0.314 -0.529 0.050
H 1.284977 1.967729 7.906230 0.126 0.025 0.231
H 0.751189 2.177064 6.208396 -0.399 0.020 1.181
H 0.302116 3.351265 7.431030 -0.192 1.162 0.372
H 0.199817 -0.156087 6.510048 -0.224 0.323 0.373
H 0.214475 -0.222806 8.296560 0.814 -0.297 0.367
H -1.275823 -2.021242 7.270022 0.295 0.099 0.299
H -2.015671 -0.958412 8.446630 -0.473 -0.018 0.407
H -3.383916 -1.291794 6.367749 -0.597 -0.107 0.163
H -2.056916 -0.832812 5.409340 0.252 0.312 -0.209
H -2.959531 0.986742 4.262047 -1.175 0.133 0.750
H -4.230019 2.019489 5.050477 -0.209 0.218 -0.237
H -4.484220 0.269886 4.917692 -0.502 -0.516 -0.024
H -3.719440 0.651905 8.516865 -0.425 0.527 -0.407
H -4.990726 0.602570 7.277772 -0.387 -0.225 -0.058
H -4.253219 2.184862 7.598836 0.078 -0.665 0.442
H -1.932052 3.500963 5.804556 -0.113 -0.519 0.494
Br 1.846860 -0.360826 -0.001547 -0.742 0.426 -0.716
C 0.446755 0.283441 -1.304249 1.551 0.708 -0.148
C -0.632911 1.067040 -0.592891 0.724 0.959 -0.198
Br -1.385570 -0.117496 0.718938 -0.898 0.135 0.127
H 0.062127 -0.575589 -1.834714 -0.149 -0.417 0.233
H 0.996745 0.882216 -2.074483 -0.229 -0.251 0.776
H -1.334090 1.418030 -1.387183 -0.083 -0.435 0.903
H -0.259019 1.975357 -0.028915 -0.259 -1.144 -0.774
```
Positions in Å, forces in eV/Å.

Values from the calculation:
DFT total energy (Ha): -9100.733488
Maximum force (eV/Å): 3.3
Charge: 0
SMILES: CC1(C)CCCC(C)(C)N1O.CC1(C)CCCC(C)(C)N1O.CC1(C)CCCC(C)(C)N1O.CC1(C)CCCC(C)(C)N1O.CC1(C)CCCC(C)(C)N1O.CC1(C)CCCC(C)(C)N1O.CC1(C)CCCC(C)(C)N1O.CC1(C)CCCC(C)(C)N1O.BrCCBr
E_LUMO (eV): 0.377
Frontier orbital gap (eV): 8.4978
Energy relative to the best compared isomer or geometry (same formula, charge and spin) (kJ/mol): 0.0

Atomic partial charges in e from the Löwdin method, atoms 1 to 99:
1. C -0.02
2. C -0.46
3. C -0.03
4. C -0.14
5. C -0.17
6. C -0.11
7. C -0.53
8. C -0.04
9. C -0.04
10. N -0.06
11. O -0.06
12. H 0.10
13. H 0.04
14. H 0.08
15. H 0.06
16. H 0.07
17. H 0.09
18. H 0.12
19. H 0.09
20. H 0.08
21. H 0.11
22. H 0.13
23. H 0.11
24. H 0.09
25. H 0.07
26. H 0.08
27. H 0.04
28. H 0.10
29. H 0.06
30. H 0.05
31. C -0.05
32. C -0.51
33. C -0.04
34. C -0.12
35. C -0.16
36. C -0.14
37. C -0.52
38. C -0.03
39. C -0.02
40. N -0.03
41. O -0.08
42. H 0.07
43. H 0.02
44. H 0.07
45. H 0.07
46. H 0.07
47. H 0.07
48. H 0.11
49. H 0.14
50. H 0.09
51. H 0.10
52. H 0.13
53. H 0.13
54. H 0.07
55. H 0.09
56. H 0.07
57. H 0.09
58. H 0.09
59. H 0.06
60. H 0.08
61. C -0.01
62. C -0.48
63. C -0.02
64. C -0.14
65. C -0.18
66. C -0.15
67. C -0.51
68. C -0.04
69. C -0.03
70. N -0.07
71. O -0.05
72. H 0.09
73. H 0.04
74. H 0.08
75. H 0.08
76. H 0.07
77. H 0.08
78. H 0.11
79. H 0.10
80. H 0.12
81. H 0.10
82. H 0.15
83. H 0.11
84. H 0.08
85. H 0.09
86. H 0.09
87. H 0.05
88. H 0.08
89. H 0.09
90. H 0.09
91. C 0.00
92. C -0.52
93. C -0.05
94. C -0.14
95. C -0.22
96. C -0.17
97. C -0.49
98. C -0.03
99. C -0.02